No. 1
15
Properties=species:S:1:pos:R:3:forces:R:3:lowdin_charge:R:1 method="wB97M-V/def2-TZVPD" multiplicity=1 charge=0 relative_energy_kj_mol=1117.6 gap_ev="7.25 / 5.63" energy_ev=-12912.706
C -1.809217 -0.886399 -1.485226 1.837 0.780 0.579 -0.1256
C -1.880162 -2.247984 -1.567387 -0.384 -1.960 -0.676 0.0873
C -1.578319 0.499196 -1.144518 0.681 -0.593 0.365 -0.0645
C 0.229979 -0.908175 -0.303595 0.416 1.526 0.806 -0.3591
C -0.679976 -1.748283 -1.045574 -2.653 0.905 0.098 -0.0760
C -0.449741 0.454266 -0.421237 0.470 -0.404 -0.162 0.0863
C 0.684192 -1.289585 1.124041 1.821 0.743 -1.192 -0.0272
N 1.121464 3.338738 0.721194 0.752 0.070 0.643 -0.1654
O 1.303774 2.164427 0.678782 0.081 0.652 0.041 0.0695
O 1.657870 4.218856 1.332885 -0.524 -0.464 -0.516 0.0968
H -2.078840 1.420420 -1.342450 -0.807 -0.042 -0.288 0.0863
H 1.169378 -0.931186 -0.788172 1.005 0.577 -1.228 0.1381
H -0.185642 -1.484557 1.625863 -1.939 -1.029 1.773 0.0421
H 1.178165 -0.408791 1.681002 -0.378 -1.516 -1.289 0.1084
H 1.317076 -2.190946 0.934393 -0.379 0.755 1.045 0.1030

---

No. 2
15
Properties=species:S:1:pos:R:3:forces:R:3:nbo_charge:R:1 method="wB97M-V/def2-TZVPD" multiplicity=3 charge=0 relative_energy_kj_mol=0.0 gap_ev="9.21 / 8.66" energy_ev=-12922.434
C -0.854325 0.483979 0.503810 -0.517 -2.055 -0.166 -0.1658
C 0.150540 1.192441 -0.143849 -0.075 2.273 0.553 -0.2399
C -0.759517 -0.969539 0.534681 -1.897 1.759 -0.714 -0.2207
C 1.166341 0.560932 -0.780405 1.764 -0.801 -0.015 -0.1710
C 0.243328 -1.613998 -0.133942 0.625 -1.607 1.606 -0.1875
C 1.394284 -0.879437 -0.583587 -1.863 1.625 -0.512 -0.0122
C 4.804137 0.238611 0.303950 -0.278 0.295 -0.578 1.0236
N 2.502694 -1.469866 -0.754943 1.116 -0.351 -0.473 -0.1278
O 5.160914 0.182043 -0.770446 1.310 -0.410 -2.809 -0.5088
O 4.387557 0.383168 1.345545 -1.021 0.121 3.361 -0.5141
H -1.838874 0.896238 0.778786 0.968 0.170 0.277 0.2204
H 0.231860 2.322624 -0.052789 -0.611 -1.488 -0.561 0.2280
H -1.705311 -1.411908 0.924490 1.256 -0.333 -0.270 0.2246
H 1.914913 1.120250 -1.342915 -0.080 -0.117 0.343 0.2224
H 0.430767 -2.713337 -0.095763 -0.698 0.921 -0.041 0.2287

---

No. 3
17
Properties=species:S:1:pos:R:3:forces:R:3:nbo_charge:R:1 method="wB97M-V/def2-TZVPD" multiplicity=1 charge=0 relative_energy_kj_mol=635.6 gap_ev="6.12 / 8.17" energy_ev=-17013.988
C 3.049748 2.845212 -0.074379 -0.788 -0.626 -0.023 -0.1829
C 1.737350 2.936531 -0.552538 -0.129 -0.135 0.009 -0.2192
C 0.821298 1.871672 -0.448674 0.006 -0.059 0.025 -0.1494
C 1.190333 0.648157 0.150244 2.723 1.678 0.268 -0.1419
C 2.527737 0.556070 0.637136 -0.293 0.126 -0.148 -0.1713
C 3.419379 1.635344 0.519448 -0.112 0.167 -0.102 -0.2227
C 0.115099 -0.410370 0.197952 -2.840 3.317 -2.244 0.6873
O 0.480811 -1.471859 0.732923 0.304 -1.470 0.673 -0.1595
O -0.961463 -0.020229 -0.316514 1.432 -2.200 1.336 -0.5864
O -3.825722 -3.815204 0.188715 0.040 3.037 -1.164 -0.2725
N -3.726059 -2.659539 -0.225775 -1.481 -1.146 -0.055 0.5175
O -4.478364 -1.886434 -0.779345 1.458 -1.866 1.216 -0.2447
H 3.752276 3.685662 -0.163262 -0.399 -0.495 0.058 0.2245
H 1.419624 3.866672 -1.020390 -0.090 -0.240 0.063 0.2203
H -0.210505 1.947834 -0.826293 0.780 0.152 0.204 0.2577
H 2.925361 -0.338993 1.118341 -0.399 0.105 -0.175 0.2243
H 4.439439 1.568712 0.889411 -0.213 -0.345 0.062 0.2188

---

No. 4
18
Properties=species:S:1:pos:R:3:forces:R:3:nbo_charge:R:1 method="wB97M-V/def2-TZVPD" multiplicity=1 charge=0 smiles="O=C(O[S@]1(=O)=NO1)c1ccccc1" relative_energy_kj_mol=223.9 gap_ev=9.71 energy_ev=-27849.030
C -2.008193 1.139727 0.470684 -0.175 -0.742 -0.401 -0.1829
C -2.184701 -0.075317 -0.129397 -2.507 -0.669 -2.770 -0.2029
C -0.816643 1.359226 1.077490 -0.213 -0.493 2.133 -0.2130
C -1.277588 -1.102154 -0.254872 1.400 -0.995 0.153 -0.1600
C 0.083993 0.329831 1.125308 4.173 -0.508 -0.383 -0.2087
C -0.013391 -0.830497 0.319124 -2.168 0.742 0.690 -0.1956
C 1.120132 -1.738920 0.144556 -1.119 -0.042 1.161 0.7814
N 1.222513 0.758966 -2.046071 -3.795 0.966 -0.144 -0.5705
O 1.182423 -2.863217 0.500989 0.206 -0.781 -0.209 -0.4875
O 2.193463 -1.160081 -0.435939 2.004 1.942 -0.722 -0.6442
O 2.758430 1.328137 0.009262 -0.084 -1.299 -0.036 -0.8142
O 2.651495 0.316884 -2.374610 2.868 -0.997 -0.101 -0.5641
S 2.161632 0.429051 -0.923420 0.853 -0.233 0.019 2.3066
H -2.880594 1.742178 0.468070 -0.188 1.073 0.152 0.2262
H -3.113905 -0.097397 -0.750809 0.573 -0.666 0.869 0.2177
H -0.705898 2.071587 1.854082 0.236 1.289 0.057 0.2254
H -1.477533 -2.118448 -0.738512 0.206 1.855 0.504 0.2470
H 1.104366 0.510445 1.684064 -2.269 -0.443 -0.973 0.2392

---

Repeat the first record exactly.
15
Properties=species:S:1:pos:R:3:forces:R:3:lowdin_charge:R:1 method="wB97M-V/def2-TZVPD" multiplicity=1 charge=0 relative_energy_kj_mol=1117.6 gap_ev="7.25 / 5.63" energy_ev=-12912.706
C -1.809217 -0.886399 -1.485226 1.837 0.780 0.579 -0.1256
C -1.880162 -2.247984 -1.567387 -0.384 -1.960 -0.676 0.0873
C -1.578319 0.499196 -1.144518 0.681 -0.593 0.365 -0.0645
C 0.229979 -0.908175 -0.303595 0.416 1.526 0.806 -0.3591
C -0.679976 -1.748283 -1.045574 -2.653 0.905 0.098 -0.0760
C -0.449741 0.454266 -0.421237 0.470 -0.404 -0.162 0.0863
C 0.684192 -1.289585 1.124041 1.821 0.743 -1.192 -0.0272
N 1.121464 3.338738 0.721194 0.752 0.070 0.643 -0.1654
O 1.303774 2.164427 0.678782 0.081 0.652 0.041 0.0695
O 1.657870 4.218856 1.332885 -0.524 -0.464 -0.516 0.0968
H -2.078840 1.420420 -1.342450 -0.807 -0.042 -0.288 0.0863
H 1.169378 -0.931186 -0.788172 1.005 0.577 -1.228 0.1381
H -0.185642 -1.484557 1.625863 -1.939 -1.029 1.773 0.0421
H 1.178165 -0.408791 1.681002 -0.378 -1.516 -1.289 0.1084
H 1.317076 -2.190946 0.934393 -0.379 0.755 1.045 0.1030